Formula: C42H40F5N3O2S3SeTc
Source: the OMol25 dataset
Level of theory: ωB97M-V with the def2-TZVPD basis set

Structure (XYZ):
```
97
Properties=species:S:1:pos:R:3:forces:R:3:lowdin_charge:R:1
Tc 0.114100 0.127700 0.253000 0.7814 0.4670 0.1559 0.977
S -1.554600 1.763700 0.887200 -0.2146 -0.5151 -0.2939 0.570
C -0.740100 2.546800 2.199400 1.7395 -0.2143 -0.3975 -0.738
C -1.522900 3.141000 3.200100 -0.4771 0.2676 0.5499 -0.297
N -2.167600 3.557600 4.054100 -0.2260 0.2266 0.1757 0.173
C 0.630700 2.539000 2.320800 -1.3923 -0.5069 -0.8206 -0.724
S 1.631900 1.707500 1.169900 -0.5889 -0.6139 -0.4728 0.675
C 1.268900 3.145500 3.412900 0.2884 0.3328 0.5944 -0.296
N 1.798400 3.601800 4.324200 0.1751 0.1631 0.1911 0.174
C -2.963600 -3.116100 -0.997200 0.3673 0.2047 -0.0848 -0.068
C -1.801800 -2.622600 -1.844300 -0.4355 -0.1556 -0.1568 -0.310
O -0.814200 -2.014900 -1.009100 -0.0025 0.1239 0.0229 -0.171
H -3.672100 -3.652300 -1.623500 -0.1015 -0.0141 -0.0555 0.082
H -3.472000 -2.270700 -0.538700 -0.0942 0.0136 0.1209 0.053
H -2.609900 -3.787200 -0.216400 0.0103 -0.0379 0.0350 0.065
H -2.160300 -1.884800 -2.573700 0.0930 -0.1684 -0.0551 0.058
H -1.350400 -3.460200 -2.387800 -0.0138 0.1192 0.0195 0.124
H 0.059000 -2.173400 -1.383900 0.0656 -0.0880 0.2177 0.066
F -5.041200 6.288500 -2.119200 0.3304 -0.6961 0.1473 0.138
C -4.580600 5.040800 -1.961200 -0.0831 0.1032 0.0299 -0.105
C -3.413600 4.628100 -2.593800 0.3050 0.1428 -0.2351 -0.128
F -2.708400 5.482700 -3.349400 -0.2669 -0.1437 0.2349 0.120
C -2.979400 3.321300 -2.456100 0.3450 -0.1077 -0.2403 -0.230
F -1.839200 2.964800 -3.078100 -0.4485 0.3604 0.1684 0.066
C -3.687800 2.368200 -1.727100 -0.1179 0.1603 -0.0412 -0.528
Se -3.193100 0.570000 -1.694300 -0.1423 0.0839 0.0958 0.949
C -4.829000 2.821400 -1.061600 -0.2505 -0.3489 0.2145 -0.245
F -5.530400 1.953200 -0.324300 0.1025 0.5621 -0.2261 0.086
C -5.270300 4.130500 -1.163500 -0.3003 0.1047 0.1754 -0.126
F -6.370700 4.527200 -0.514700 0.2579 -0.1073 -0.2152 0.129
C 5.755400 -3.670600 0.757400 -0.0088 0.0151 0.0161 -0.048
C 4.842400 -2.609000 0.219600 0.0971 0.1103 -0.2125 -0.273
C 5.275700 -1.722400 -0.751900 -0.1003 -0.0157 0.0637 -0.024
C 4.426600 -0.710600 -1.187900 0.0723 -0.0365 0.0596 -0.274
C 4.885900 0.265600 -2.228800 -0.0146 -0.0588 -0.0105 -0.042
C 3.155300 -0.616100 -0.660800 0.0713 -0.0968 0.2259 -0.084
C 2.655200 -1.522100 0.298300 0.9368 -0.0033 -0.4441 -0.278
C 3.556300 -2.514400 0.722600 -0.1914 0.0496 0.0443 -0.007
N 1.359300 -1.378800 0.712500 -0.8756 0.2327 0.0513 -0.137
C 0.835800 -2.155700 1.835400 0.0104 -0.2216 0.1016 -0.443
C -0.593500 -1.659700 2.143800 0.1946 -0.0974 -0.1875 -0.138
C -1.203100 -2.426300 3.320800 -0.3303 0.1290 0.2390 -0.271
C -1.275200 -3.911000 2.965100 0.1252 0.0212 -0.0322 -0.110
C 0.135300 -4.414800 2.673700 -0.0039 -0.3149 -0.1108 -0.284
C 1.029100 -4.212900 3.897200 -0.0519 0.0248 -0.0216 -0.111
C 1.056900 -2.734000 4.279400 0.1886 0.0363 0.1795 -0.283
C -0.358000 -2.250300 4.576800 0.0779 0.0068 -0.0604 -0.112
C 1.648800 -1.921800 3.128500 -0.0642 -0.0029 -0.0181 -0.068
C 0.703600 -3.648400 1.483700 -0.0075 -0.0262 0.1370 -0.077
H 6.681900 -3.707100 0.189600 0.0694 -0.0725 0.0056 0.073
H 5.273800 -4.647000 0.714900 0.0537 -0.0868 0.0141 0.080
H 5.998600 -3.463300 1.800300 0.0527 -0.0450 0.0329 0.085
H 6.276800 -1.804000 -1.149300 0.1358 0.0202 -0.0590 0.112
H 5.927900 0.536000 -2.074000 0.0693 0.0551 -0.0346 0.081
H 4.284600 1.170800 -2.209300 -0.0434 0.1370 -0.0369 0.071
H 4.800300 -0.182300 -3.219500 0.0275 0.0429 -0.1393 0.081
H 2.542100 0.222500 -0.954700 -0.0361 0.1260 0.0577 0.020
H 3.290800 -3.236400 1.472200 -0.0852 -0.0246 0.0610 0.087
H -1.246000 -1.820500 1.280600 0.0391 0.0922 0.0100 0.095
H -0.560500 -0.579600 2.403500 -0.0546 0.0940 -0.0177 0.096
H -2.212200 -2.046200 3.500200 0.0064 0.0362 -0.0282 0.146
H -1.909800 -4.058600 2.087300 -0.0539 -0.0310 -0.0039 0.108
H -1.709900 -4.474600 3.792500 -0.0909 0.0126 0.0551 0.123
H 0.103100 -5.479400 2.418800 -0.0352 0.0176 0.0344 0.141
H 2.042700 -4.558100 3.682900 0.0829 -0.0588 -0.0275 0.121
H 0.653900 -4.808900 4.729500 -0.0319 -0.0631 0.1127 0.120
H 1.687500 -2.598300 5.163100 -0.0290 0.0032 -0.0082 0.143
H -0.344400 -1.203500 4.884600 0.0082 0.0796 0.0196 0.126
H -0.787400 -2.829300 5.395800 -0.0696 -0.0196 0.0786 0.122
H 2.698500 -2.175500 3.002400 -0.0204 -0.0089 -0.0241 0.109
H 1.620000 -0.854100 3.367200 -0.0222 0.0405 -0.0599 0.127
H 0.029900 -3.730400 0.627300 -0.0102 -0.0076 -0.0270 0.113
H 1.653700 -4.085000 1.186500 -0.0107 0.0193 -0.0175 0.106
O 0.207700 0.543200 -1.824400 0.0697 0.1964 0.4798 -0.681
S 1.040000 -0.072400 -2.935800 -0.4486 0.2117 -1.1712 1.080
C 1.524600 1.389500 -3.876700 0.1988 -0.1128 0.2570 -0.361
C 1.404800 2.630800 -3.285100 -0.1405 -0.0699 0.2468 -0.063
C 1.713400 3.757300 -4.029100 0.1182 0.0191 -0.1318 -0.050
C 2.156200 3.628500 -5.334900 -0.0252 0.1087 0.0206 -0.065
C 2.296100 2.373700 -5.907400 0.0511 -0.1405 0.0262 -0.063
C 1.986000 1.244100 -5.173200 0.0080 -0.0774 -0.0311 -0.075
C -0.141100 -0.643000 -4.190200 0.2985 -0.1443 0.4013 -0.383
C -1.216400 0.155900 -4.529400 0.0554 0.1234 -0.0137 -0.102
C -2.077000 -0.255400 -5.530900 0.0037 0.1025 0.1421 -0.050
C -1.852700 -1.453900 -6.188400 0.0842 -0.1207 -0.0451 -0.061
C -0.769600 -2.247400 -5.841300 -0.0951 -0.0500 -0.0818 -0.068
C 0.092900 -1.848800 -4.831900 0.1222 0.0923 0.1323 -0.090
H 1.047100 2.717600 -2.270300 -0.0456 -0.0101 0.1173 0.110
H 1.606900 4.733000 -3.583600 -0.0139 0.1200 0.0563 0.114
H 2.391100 4.507800 -5.914400 0.0223 0.1016 -0.0423 0.108
H 2.640600 2.269800 -6.924900 0.0365 0.0112 -0.0808 0.109
H 2.070400 0.260200 -5.606700 0.0409 -0.1220 -0.1534 0.113
H -1.349600 1.092500 -4.019200 -0.1039 0.1360 0.0306 0.072
H -2.915000 0.369100 -5.798300 -0.0985 0.0552 -0.0529 0.114
H -2.513100 -1.763200 -6.986000 -0.0426 -0.0434 -0.0119 0.110
H -0.597300 -3.177100 -6.360000 0.0464 -0.1081 -0.0473 0.108
H 0.951000 -2.451600 -4.572300 0.0757 -0.1069 0.0805 0.115
```
Positions in Å, forces in eV/Å.

Output
M = 986.95 Da
Relative energy (zero: lowest compared OMol25 entry of this formula, charge and spin) = 59.4 kcal/mol
Strongest force on any atom = 0.035 hartree/bohr
LUMO (spin up / spin down) = -0.5185 / -2.7277 eV
E = -166403.7371 eV
HOMO energy (spin up / spin down) = -7.16 / -7.40 eV
Spin multiplicity = 4
Kohn-Sham gap (spin up / spin down) = 6.640 / 4.668 eV